C38H101N7O12 | the ωB97M-V functional and the def2-TZVPD basis

Computed properties:
LUMO in eV: 0.43
SMILES: COC[C@H](C)N.COC[C@H](C)N.COC[C@H](C)N.COC[C@H](C)N.COCCNCCOC.COCCNCCOC.COCCNCCOC.CCO.CCO
Calculated total energy in eV: -76037.7471
HOMO in eV: -8.11
Energy relative to the best compared isomer or geometry (same formula, charge and spin) in kcal per mole: 2.9
HOMO-LUMO gap in eV: 8.54

Bonds (Å) are listed after each position.
Geometry (Å):
1 C -0.14 -1.25 -1.56  C2 1.496, H4 1.096, H5 1.091, H6 1.086
2 C -0.07 -2.26 -2.66  C1 1.496, O3 1.413, H7 1.093, H8 1.100
3 O 1.22 -2.19 -3.23  C2 1.413, H9 0.975
4 H 0.72 -1.42 -0.90  C1 1.096
5 H -1.02 -1.43 -0.94  C1 1.091
6 H -0.07 -0.23 -1.92  C1 1.086
7 H -0.90 -2.05 -3.35  C2 1.093
8 H -0.23 -3.25 -2.20  C2 1.100
9 H 1.08 -2.54 -4.12  O3 0.975
10 C -3.45 -3.29 -4.17  C11 1.480, H13 1.096, H14 1.098, H15 1.089
11 C -4.09 -2.31 -5.08  C10 1.480, O12 1.425, H16 1.100, H17 1.107
12 O -3.12 -1.34 -5.46  C11 1.425, H18 0.962
13 H -3.15 -2.78 -3.25  C10 1.096
14 H -2.50 -3.73 -4.50  C10 1.098
15 H -4.09 -4.16 -4.00  C10 1.089
16 H -5.01 -1.91 -4.66  C11 1.100
17 H -4.45 -2.83 -5.99  C11 1.107
18 H -3.43 -0.88 -6.24  O12 0.962
19 C 2.69 7.65 4.05  O20 1.401, H28 1.101, H29 1.085, H30 1.105
20 O 2.52 6.61 3.13  C19 1.401, C21 1.400
21 C 2.89 7.02 1.84  O20 1.400, C22 1.514, H31 1.097, H32 1.096
22 C 2.81 5.79 0.95  C21 1.514, N23 1.454, H33 1.108, H34 1.088
23 N 2.93 6.14 -0.46  C22 1.454, C24 1.388, H35 1.019
24 C 1.90 6.90 -0.98  N23 1.388, C25 1.528, H36 1.095, H37 1.094
25 C 0.54 6.21 -1.09  C24 1.528, O26 1.427, H38 1.100, H39 1.107
26 O 0.67 4.90 -1.63  C25 1.427, C27 1.448
27 C -0.44 4.06 -1.23  O26 1.448, H40 1.087, H41 1.101, H42 1.101
28 H 3.66 8.16 3.94  C19 1.101
29 H 2.60 7.27 5.06  C19 1.085
30 H 1.92 8.43 3.89  C19 1.105
31 H 3.95 7.33 1.86  C21 1.097
32 H 2.23 7.80 1.48  C21 1.096
33 H 1.83 5.29 1.09  C22 1.108
34 H 3.61 5.11 1.22  C22 1.088
35 H 3.04 5.30 -1.03  N23 1.019
36 H 2.23 7.24 -1.98  C24 1.095
37 H 1.74 7.83 -0.43  C24 1.094
38 H -0.15 6.78 -1.73  C25 1.100
39 H 0.13 6.14 -0.07  C25 1.107
40 H -0.44 3.17 -1.84  C27 1.087
41 H -1.42 4.57 -1.31  C27 1.101
42 H -0.29 3.83 -0.17  C27 1.101
43 C 9.37 -5.76 1.20  O44 1.397, H52 1.101, H53 1.105, H54 1.098
44 O 8.09 -5.55 1.70  C43 1.397, C45 1.432
45 C 8.11 -4.70 2.85  O44 1.432, C46 1.477, H55 1.105, H56 1.100
46 C 6.74 -4.53 3.38  C45 1.477, N47 1.415, H57 1.095, H58 1.107
47 N 5.89 -3.66 2.66  C46 1.415, C48 1.452, H59 1.015
48 C 5.79 -3.99 1.25  N47 1.452, C49 1.510, H60 1.104, H61 1.090
49 C 4.76 -3.10 0.60  C48 1.510, O50 1.388, H62 1.100, H63 1.106
50 O 4.45 -3.61 -0.66  C49 1.388, C51 1.430
51 C 3.38 -2.93 -1.30  O50 1.430, H64 1.102, H65 1.078, H66 1.102
52 H 10.01 -6.38 1.85  C43 1.101
53 H 9.85 -4.81 0.92  C43 1.105
54 H 9.34 -6.31 0.25  C43 1.098
55 H 8.54 -3.73 2.53  C45 1.105
56 H 8.75 -5.12 3.63  C45 1.100
57 H 6.84 -4.20 4.43  C46 1.095
58 H 6.27 -5.52 3.48  C46 1.107
59 H 4.96 -3.70 3.04  N47 1.015
60 H 5.52 -5.05 1.07  C48 1.104
61 H 6.73 -3.84 0.73  C48 1.090
62 H 5.12 -2.07 0.49  C49 1.100
63 H 3.85 -3.08 1.23  C49 1.106
64 H 2.46 -3.01 -0.69  C51 1.102
65 H 3.27 -3.41 -2.26  C51 1.078
66 H 3.60 -1.86 -1.41  C51 1.102
67 C -8.27 1.57 3.57  O68 1.370, H76 1.099, H77 1.091, H78 1.099
68 O -8.07 0.29 3.13  C67 1.370, C69 1.371
69 C -8.85 -0.59 3.83  O68 1.371, C70 1.495, H79 1.095, H80 1.096
70 C -8.78 -1.92 3.16  C69 1.495, N71 1.450, H81 1.106, H82 1.095
71 N -7.40 -2.36 3.13  C70 1.450, C72 1.440, H83 1.020
72 C -7.11 -3.30 2.08  N71 1.440, C73 1.500, H84 1.109, H85 1.099
73 C -5.63 -3.44 1.87  C72 1.500, O74 1.409, H86 1.097, H87 1.099
74 O -5.14 -2.21 1.39  C73 1.409, C75 1.429
75 C -3.73 -2.11 1.55  O74 1.429, H88 1.100, H89 1.108, H90 1.089
76 H -9.25 1.96 3.26  C67 1.099
77 H -7.51 2.21 3.12  C67 1.091
78 H -8.17 1.68 4.66  C67 1.099
79 H -9.89 -0.22 3.80  C69 1.095
80 H -8.50 -0.74 4.86  C69 1.096
81 H -9.22 -1.89 2.15  C70 1.106
82 H -9.38 -2.65 3.73  C70 1.095
83 H -6.81 -1.54 2.97  N71 1.020
84 H -7.56 -3.00 1.11  C72 1.109
85 H -7.51 -4.29 2.31  C72 1.099
86 H -5.44 -4.25 1.15  C73 1.097
87 H -5.13 -3.64 2.83  C73 1.099
88 H -3.21 -3.00 1.16  C75 1.100
89 H -3.49 -2.02 2.63  C75 1.108
90 H -3.30 -1.22 1.10  C75 1.089
91 C 0.93 0.70 2.66  C92 1.517, H97 1.092, H98 1.091, H99 1.102
92 C 0.12 1.91 3.08  C91 1.517, C93 1.502, N96 1.468, H100 1.106
93 C 0.98 3.00 3.67  C92 1.502, O94 1.410, H101 1.100, H102 1.099
94 O 1.54 2.50 4.86  C93 1.410, C95 1.397
95 C 2.38 3.41 5.50  O94 1.397, H103 1.101, H104 1.099, H105 1.085
96 N -0.68 2.46 1.98  C92 1.468, H106 1.017, H107 1.021
97 H 0.31 -0.09 2.23  C91 1.092
98 H 1.47 0.29 3.52  C91 1.091
99 H 1.74 0.95 1.95  C91 1.102
100 H -0.47 1.47 3.90  C92 1.106
101 H 0.35 3.88 3.85  C93 1.100
102 H 1.82 3.22 3.01  C93 1.099
103 H 1.90 3.80 6.41  C95 1.101
104 H 2.53 4.31 4.88  C95 1.099
105 H 3.31 2.90 5.74  C95 1.085
106 H -1.17 1.70 1.52  N96 1.017
107 H -1.39 3.05 2.41  N96 1.021
108 C -5.04 0.03 5.47  C109 1.484, H114 1.090, H115 1.087, H116 1.096
109 C -3.98 0.44 4.51  C108 1.484, C110 1.510, N113 1.445, H117 1.090
110 C -4.61 1.04 3.28  C109 1.510, O111 1.404, H118 1.108, H119 1.109
111 O -3.66 1.54 2.38  C110 1.404, C112 1.408
112 C -4.22 1.84 1.12  O111 1.408, H120 1.099, H121 1.102, H122 1.090
113 N -3.14 1.40 5.19  C109 1.445, H123 1.024, H124 1.017
114 H -5.62 0.89 5.82  C108 1.090
115 H -4.57 -0.51 6.28  C108 1.087
116 H -5.76 -0.66 5.00  C108 1.096
117 H -3.36 -0.42 4.25  C109 1.090
118 H -5.31 1.84 3.60  C110 1.108
119 H -5.26 0.28 2.80  C110 1.109
120 H -5.18 2.36 1.23  C112 1.099
121 H -4.40 0.93 0.53  C112 1.102
122 H -3.51 2.46 0.58  C112 1.090
123 H -3.72 2.19 5.48  N113 1.024
124 H -2.49 1.81 4.52  N113 1.017
125 C 0.00 -1.76 -7.35  C126 1.536, H131 1.098, H132 1.098, H133 1.098
126 C 1.23 -2.63 -7.67  C125 1.536, C127 1.484, N130 1.485, H134 1.097
127 C 1.14 -4.00 -7.12  C126 1.484, O128 1.407, H135 1.103, H136 1.100
128 O 1.03 -3.90 -5.72  C127 1.407, C129 1.431
129 C 0.64 -5.10 -5.05  O128 1.431, H137 1.090, H138 1.102, H139 1.100
130 N 1.50 -2.61 -9.13  C126 1.485, H140 1.022, H141 1.022
131 H 0.12 -0.75 -7.75  C125 1.098
132 H -0.12 -1.59 -6.27  C125 1.098
133 H -0.99 -2.07 -7.74  C125 1.098
134 H 2.06 -2.04 -7.25  C126 1.097
135 H 2.08 -4.53 -7.35  C127 1.103
136 H 0.27 -4.53 -7.53  C127 1.100
137 H 0.55 -4.87 -3.98  C129 1.090
138 H 1.43 -5.87 -5.15  C129 1.102
139 H -0.33 -5.49 -5.40  C129 1.100
140 H 0.86 -3.23 -9.64  N130 1.022
141 H 2.43 -3.01 -9.29  N130 1.022
142 C 3.71 2.04 -0.85  C143 1.530, H148 1.089, H149 1.098, H150 1.097
143 C 3.68 2.29 -2.36  C142 1.530, C144 1.525, N147 1.505, H151 1.092
144 C 2.85 1.20 -3.04  C143 1.525, O145 1.392, H152 1.105, H153 1.104
145 O 3.02 1.31 -4.42  C144 1.392, C146 1.410
146 C 2.43 0.25 -5.13  O145 1.410, H154 1.089, H155 1.097, H156 1.103
147 N 3.06 3.64 -2.60  C143 1.505, H157 1.021, H158 1.049
148 H 4.23 2.84 -0.33  C142 1.089
149 H 4.25 1.11 -0.65  C142 1.098
150 H 2.69 1.97 -0.43  C142 1.097
151 H 4.70 2.37 -2.74  C143 1.092
152 H 1.81 1.41 -2.75  C144 1.105
153 H 3.12 0.22 -2.60  C144 1.104
154 H 2.62 0.40 -6.19  C146 1.089
155 H 1.36 0.17 -4.89  C146 1.097
156 H 2.89 -0.72 -4.87  C146 1.103
157 H 2.93 3.73 -3.61  N147 1.021
158 H 2.11 3.76 -2.18  N147 1.049